This record from the Open Molecules 2025 dataset describes 2 unconnected molecules or ions with the total composition C5H7ClO at a distorted geometry. The level of theory is the ωB97M-V functional and the def2-TZVPD basis.

XYZ file:
```
14
Properties=species:S:1:pos:R:3:forces:R:3:mulliken_charge:R:1
Cl -1.715 -0.879 1.272 -0.03 0.25 -0.74 -0.25
O -1.977 -1.566 -1.562 -0.45 -1.92 1.55 -0.49
C -0.286 1.146 0.196 2.24 4.06 0.97 -0.79
C -1.101 0.028 -0.163 0.12 -0.14 2.43 0.46
C 2.205 -0.831 1.284 -2.10 -1.65 -1.19 -0.55
C 1.316 -1.474 0.791 3.19 1.66 1.72 -0.36
C -1.285 -0.471 -1.343 0.18 1.42 -2.50 -0.18
H 2.902 -0.129 1.517 1.59 1.28 0.92 0.42
H 0.668 -2.019 0.260 -2.12 -1.81 -1.35 0.57
H -2.041 -1.884 -0.597 -0.65 -0.31 -1.87 0.34
H -0.772 1.834 0.993 0.74 -1.30 -1.11 0.27
H 0.780 0.875 0.554 -2.01 0.35 -0.37 -0.01
H -0.098 1.871 -0.670 -0.44 -1.17 0.81 0.30
H -0.940 0.108 -2.234 -0.27 -0.74 0.75 0.29
```
Positions in Å, forces in eV/Å.

Calculated values
* 2S+1: 1
* SMILES: C/C(Cl)=C/O.C#C
* ΔE to the lowest compared entry with this formula, charge and spin: 74.71 kcal per mole
* total energy: -19864.71261 eV
* HOMO: -8.934 eV
* LUMO: 0.0284 Ha